(1)
# C20H25CsN5Se2

A structure of composition C20H25CsN5Se2 (wB97M-V/def2-TZVPD, OMol25).

Structure (XYZ):
```
53
Properties=species:S:1:pos:R:3:forces:R:3:nbo_charge:R:1
Cs 0.214 0.558 -0.968 0.06 -0.46 -0.08 0.9296
C -1.310 -3.349 -0.243 -0.04 -0.34 0.16 -0.2619
N -0.051 -2.663 -0.033 0.03 0.30 0.07 -0.6110
C 1.068 -3.567 0.128 -0.06 -0.26 0.08 -0.2643
C 2.379 -2.874 -0.050 0.05 0.05 -0.08 0.3921
N 2.560 -1.633 -0.406 -0.69 0.20 0.05 -0.5211
C 3.926 -1.455 -0.472 0.60 -0.61 0.19 0.0725
C 4.686 -0.339 -0.804 -0.09 -0.04 0.00 -0.2108
C 6.059 -0.476 -0.803 0.00 0.21 -0.05 -0.2153
C 6.681 -1.680 -0.465 0.02 -0.09 0.01 -0.1983
C 5.946 -2.798 -0.125 0.02 -0.06 0.03 -0.2492
C 4.569 -2.666 -0.137 0.07 0.69 -0.23 0.1581
N 3.551 -3.548 0.129 -0.11 -0.15 0.07 -0.5440
C -2.415 -2.366 -0.442 -0.09 0.12 -0.09 0.3944
N -2.402 -1.133 -0.014 0.70 -0.04 0.23 -0.5286
C -3.597 -0.576 -0.416 -0.56 -0.47 -0.43 0.0667
C -4.115 0.702 -0.236 0.08 0.00 0.00 -0.2097
C -5.352 0.975 -0.780 -0.02 0.16 0.10 -0.2170
C -6.071 0.013 -1.493 -0.05 -0.10 -0.05 -0.1983
C -5.579 -1.263 -1.680 -0.03 -0.07 -0.05 -0.2463
C -4.341 -1.544 -1.126 0.04 0.68 0.26 0.1556
N -3.558 -2.674 -1.119 0.07 -0.20 0.01 -0.5406
H -1.572 -4.020 0.598 -0.02 0.05 -0.20 0.1981
H -1.223 -3.973 -1.140 -0.01 0.03 0.10 0.2112
H -0.134 -2.073 0.788 -0.02 0.01 -0.07 0.3734
H 0.992 -4.343 -0.642 0.00 0.00 0.07 0.2167
H 1.072 -4.083 1.106 -0.03 0.00 -0.19 0.1953
H 4.214 0.601 -1.054 0.00 0.05 -0.04 0.2103
H 6.674 0.369 -1.073 0.05 0.08 0.01 0.2212
H 7.758 -1.735 -0.473 0.11 -0.02 0.00 0.2244
H 6.417 -3.731 0.139 0.14 -0.11 0.02 0.2224
H 3.666 -4.516 0.376 -0.11 0.03 0.02 0.4237
H -3.569 1.452 0.318 0.05 0.04 0.06 0.2091
H -5.787 1.953 -0.643 -0.02 0.10 -0.01 0.2221
H -7.033 0.273 -1.904 -0.09 0.02 -0.04 0.2259
H -6.126 -2.003 -2.240 -0.13 -0.08 -0.05 0.2242
H -3.811 -3.564 -1.517 0.13 0.03 0.04 0.4262
C 1.114 5.422 -1.127 -0.08 0.01 0.17 -0.7773
Se -0.284 4.070 -1.059 -0.16 0.15 0.03 0.2129
C -1.041 4.480 0.705 0.11 0.11 -0.22 -0.5666
C -0.072 4.252 1.846 0.03 -0.30 0.15 -0.5679
Se 0.324 2.361 2.221 0.08 0.22 0.04 0.2218
C -1.220 1.921 3.324 0.00 0.16 -0.12 -0.7766
H 0.660 6.408 -1.028 0.09 -0.05 -0.02 0.2303
H 1.591 5.334 -2.101 -0.05 0.01 0.06 0.2417
H 1.851 5.251 -0.343 -0.04 0.07 -0.11 0.2181
H -1.930 3.848 0.796 0.07 0.14 -0.03 0.2268
H -1.356 5.528 0.675 -0.04 -0.16 0.01 0.2331
H -0.463 4.679 2.775 0.12 -0.03 -0.09 0.2343
H 0.897 4.709 1.635 -0.14 -0.01 0.15 0.2293
H -1.318 2.672 4.107 -0.03 -0.11 -0.04 0.2293
H -1.013 0.950 3.770 -0.04 0.06 -0.01 0.2382
H -2.125 1.863 2.721 0.02 0.00 0.11 0.2156
```
Positions in Å, forces in eV/Å.

Results
Relative energy (zero: lowest compared OMol25 entry of this formula, charge and spin) in kJ/mol: 38.83
Molar mass in g/mol: 626.28
Energy in eV: -159833.7766
HOMO in eV: -10.9083
Net charge: +1
Multiplicity: 1

(2)
# C20H25F15O10

A cluster of 5 separate species, C20H25F15O10 in total at a distorted geometry (wB97M-V/def2-TZVPD, OMol25).

Structure (XYZ):
```
70
Properties=species:S:1:pos:R:3:forces:R:3:nbo_charge:R:1
C 6.687 3.789 -5.540 -0.09 0.57 -0.05 -0.6494
C 5.987 2.448 -5.239 1.51 -0.04 -0.47 -0.0795
O 4.605 2.432 -4.846 -0.89 0.54 -0.34 -0.4677
C 4.298 2.594 -3.576 3.92 0.06 3.17 0.6778
O 5.147 2.754 -2.664 -2.81 -0.43 -2.71 -0.5719
C 2.791 2.579 -3.218 2.47 -0.10 -0.05 0.9096
F 2.505 3.779 -2.846 -0.88 2.68 0.41 -0.2962
F 2.084 2.221 -4.221 -1.77 -0.67 -2.28 -0.2907
F 2.503 1.807 -2.208 0.07 -1.52 1.32 -0.3071
H 6.731 4.554 -4.765 -0.48 -0.26 0.24 0.2282
H 6.344 4.254 -6.464 -0.69 0.02 0.15 0.2150
H 7.737 3.664 -5.806 0.14 -0.82 0.31 0.2309
H 6.548 1.843 -4.527 -0.04 0.25 0.15 0.2041
H 6.033 1.931 -6.197 -0.48 -0.27 0.17 0.1978
C -0.915 -1.280 -1.771 -0.69 0.20 0.14 -0.6458
C -0.721 -2.665 -1.166 0.83 -0.14 0.05 -0.0647
O -1.736 -2.965 -0.219 -2.64 -2.03 2.32 -0.4965
C -1.920 -4.258 0.321 5.26 -0.85 -4.10 0.6864
O -1.165 -5.212 -0.037 -3.43 3.52 1.83 -0.5500
C -3.048 -4.400 1.329 -1.31 0.39 1.17 0.9005
F -2.643 -4.780 2.536 1.05 -0.18 0.03 -0.2947
F -3.704 -3.259 1.520 0.03 0.54 -0.43 -0.2997
F -3.941 -5.307 0.954 0.04 -0.34 -0.84 -0.2973
H -0.089 -0.964 -2.408 0.15 -0.51 -0.10 0.2226
H -1.015 -0.461 -1.059 -0.06 -0.30 0.41 0.2401
H -1.823 -1.265 -2.374 0.01 -0.02 -0.09 0.2200
H 0.190 -2.702 -0.568 0.41 -0.18 -0.49 0.1805
H -0.741 -3.426 -1.946 0.30 -0.07 0.09 0.1979
C 1.136 -6.493 2.168 -0.08 0.76 0.59 -0.6267
C 1.764 -5.255 2.864 0.98 -1.38 -2.64 -0.0780
O 0.801 -4.523 3.539 -0.74 1.31 1.77 -0.4752
C 1.147 -3.343 4.113 2.51 -0.84 -2.75 0.6880
O 2.235 -2.787 3.922 -3.03 -1.15 1.19 -0.5523
C -0.066 -2.752 4.844 -1.56 -3.24 -2.86 0.9107
F -1.176 -3.638 4.872 1.95 1.17 0.32 -0.3378
F 0.299 -2.472 6.008 0.33 1.24 3.65 -0.2670
F -0.486 -1.732 4.158 -0.45 1.72 -0.42 -0.2933
H 0.447 -6.251 1.359 -0.09 0.37 0.25 0.2353
H 0.591 -7.063 2.921 0.20 -0.41 -0.19 0.2131
H 1.941 -7.038 1.676 0.04 -0.30 0.42 0.2150
H 2.176 -4.675 2.039 0.19 0.48 0.18 0.1790
H 2.616 -5.580 3.461 -0.25 0.26 0.52 0.1901
C -3.465 2.828 2.040 0.66 -0.41 0.91 -0.6322
C -3.839 3.406 0.706 0.07 0.63 -0.14 -0.0748
O -5.240 3.257 0.543 -2.04 -0.09 -1.29 -0.5093
C -5.939 3.683 -0.561 1.60 -0.76 1.37 0.6987
O -5.526 4.127 -1.580 0.58 0.18 -0.28 -0.5273
C -7.433 3.506 -0.298 1.59 -0.33 -0.75 0.8971
F -8.073 4.441 -0.961 -0.95 0.19 -0.65 -0.2971
F -7.811 2.275 -0.697 -0.37 0.42 0.18 -0.3127
F -7.641 3.677 0.968 -1.14 -0.22 1.77 -0.2929
H -4.116 3.087 2.875 -0.31 0.47 -0.33 0.2211
H -2.482 3.216 2.308 0.05 -0.02 -0.03 0.2199
H -3.386 1.744 2.123 -0.06 -0.10 -0.63 0.2182
H -3.289 2.971 -0.128 -0.03 -0.06 0.05 0.2072
H -3.669 4.482 0.729 0.32 0.07 -0.15 0.1821
C 1.208 -0.746 1.421 -1.37 -0.08 1.27 -0.6508
C 1.695 0.298 0.492 0.28 -0.63 -1.74 -0.0636
O 1.371 1.654 0.767 -1.33 2.79 0.65 -0.4927
C 0.181 2.298 0.504 -0.87 -3.99 -1.00 0.6989
O -0.853 1.725 0.159 2.27 1.42 0.80 -0.5571
C 0.220 3.833 0.620 0.43 -0.15 0.19 0.9052
F -0.515 4.373 -0.380 1.07 -0.26 0.60 -0.2988
F -0.319 4.229 1.769 -0.44 -0.02 0.30 -0.3059
F 1.487 4.254 0.648 -0.39 0.35 -0.80 -0.2949
H 1.557 -1.758 1.216 0.53 0.25 -0.22 0.2265
H 0.122 -0.831 1.377 -0.19 0.16 0.08 0.2179
H 1.470 -0.482 2.446 0.08 -0.20 0.06 0.2296
H 1.344 0.090 -0.519 0.03 -0.03 -0.14 0.1831
H 2.784 0.259 0.476 -0.02 0.41 -0.07 0.2032
```
Positions in Å, forces in eV/Å.

Results
Relative energy (zero: lowest compared OMol25 entry of this formula, charge and spin) in kJ/mol: 280.34
Molar mass in g/mol: 710.38
Energy in eV: -82381.8992
HOMO in eV: -10.9793
Net charge: 0
Multiplicity: 1
SMILES: CCOC(=O)C(F)(F)F.CCOC(=O)C(F)(F)F.CCOC(=O)C(F)(F)F.CCOC(=O)C(F)(F)F.CCOC(=O)C(F)(F)F

(3)
# C20H25MoN4O2S

A structure of composition C20H25MoN4O2S (wB97M-V/def2-TZVPD, OMol25).

Structure (XYZ):
```
53
Properties=species:S:1:pos:R:3:forces:R:3:nbo_charge:R:1
Mo 0.500 0.199 -0.806 0.03 -0.14 -0.08 0.7437
O 2.597 -1.498 -1.264 0.02 -0.01 -0.06 -0.9632
S 2.427 -1.701 0.173 -0.03 0.06 0.16 2.3099
O 2.908 -2.891 0.792 0.01 -0.02 -0.08 -0.8928
N 0.833 -1.385 0.422 -0.02 -0.04 -0.01 -0.8868
C -0.107 -2.446 0.417 -0.04 0.00 -0.04 0.2052
C -0.055 -3.582 1.176 0.03 -0.01 0.03 -0.2156
C -1.097 -4.534 1.095 -0.01 0.00 -0.01 -0.1679
C -2.179 -4.341 0.286 0.02 0.02 0.00 -0.1898
C -2.263 -3.170 -0.506 -0.01 0.00 -0.01 -0.0776
C -3.341 -2.872 -1.365 -0.01 -0.01 0.01 -0.0781
C -3.333 -1.711 -2.089 -0.01 0.01 -0.01 -0.2668
C -2.240 -0.841 -1.972 0.01 0.00 0.01 0.0841
N -1.208 -1.086 -1.186 0.00 -0.08 0.03 -0.4257
C -1.213 -2.238 -0.442 0.03 0.04 -0.01 0.1247
C 3.071 -0.250 0.927 0.00 0.00 -0.02 -0.2471
C 3.732 -0.272 2.136 0.01 -0.01 0.01 -0.1857
C 4.051 0.944 2.733 0.00 0.00 -0.01 -0.1772
C 3.679 2.140 2.135 0.00 0.00 0.01 -0.1831
C 3.003 2.145 0.919 0.00 0.02 -0.01 -0.1701
C 2.701 0.940 0.309 0.01 -0.01 0.00 -0.2480
H 0.783 -3.755 1.836 0.00 0.01 0.00 0.2495
H -1.030 -5.427 1.701 0.00 0.00 0.00 0.2350
H -2.979 -5.068 0.240 0.00 0.00 0.00 0.2307
H -4.170 -3.565 -1.438 0.00 0.00 0.00 0.2351
H -4.148 -1.448 -2.747 0.00 0.00 0.00 0.2437
H -2.218 0.093 -2.520 -0.01 0.00 0.00 0.2076
H 3.984 -1.216 2.600 0.00 0.00 -0.01 0.2511
H 4.584 0.954 3.673 0.00 0.00 0.00 0.2364
H 3.925 3.078 2.613 0.00 0.00 0.00 0.2346
H 2.733 3.080 0.445 0.00 0.00 0.00 0.2305
H 2.391 0.957 -0.773 -0.02 0.07 0.02 0.2193
N 1.266 1.304 -3.641 0.00 0.01 0.02 -0.6395
N 0.790 0.111 -2.991 0.00 -0.06 0.01 -0.5974
H 1.620 1.074 -4.565 0.00 0.00 0.00 0.3642
H 2.042 1.658 -3.094 0.00 0.00 0.00 0.3616
H 1.441 -0.672 -3.096 0.01 0.00 0.01 0.4057
H -0.069 -0.152 -3.466 -0.01 0.03 0.00 0.3816
C -2.740 2.623 -0.070 0.00 0.00 0.00 -0.5941
C -1.413 2.333 0.645 0.00 0.00 0.01 -0.1156
C -0.753 3.645 1.085 0.00 0.00 0.00 -0.5952
C -1.656 1.429 1.857 0.01 0.00 -0.01 -0.6028
C -0.508 1.622 -0.307 -0.07 0.12 0.10 -0.2139
H -3.418 3.141 0.609 0.00 0.00 0.00 0.2275
H -3.224 1.698 -0.387 0.00 0.00 0.00 0.2076
H -2.588 3.257 -0.946 0.00 0.00 0.00 0.2135
H -1.409 4.175 1.777 0.00 0.00 0.00 0.2259
H -0.563 4.298 0.231 0.00 0.00 0.00 0.2122
H 0.193 3.452 1.594 0.00 0.00 0.00 0.2127
H -2.319 1.922 2.570 0.00 0.00 0.00 0.2250
H -0.717 1.200 2.366 0.00 0.00 0.00 0.2164
H -2.119 0.488 1.553 0.00 0.00 0.01 0.2094
H -0.177 2.161 -1.243 0.08 0.02 -0.07 0.2294
```
Positions in Å, forces in eV/Å.

Results
Relative energy (zero: lowest compared OMol25 entry of this formula, charge and spin) in kJ/mol: 13.32
Molar mass in g/mol: 481.45
Energy in eV: -43884.8602
HOMO in eV: -10.8714
Net charge: +1
Multiplicity: 1

(4)
# C20H25N2O6

The ion C20H25N2O6 with charge -1 at a distorted geometry (wB97M-V/def2-TZVPD, OMol25).

Structure (XYZ):
```
53
Properties=species:S:1:pos:R:3:forces:R:3:nbo_charge:R:1
C -3.176 4.246 -1.241 -0.33 -0.31 0.03 -0.6001
C -3.336 2.740 -0.993 -0.34 0.58 -0.30 -0.4046
C -2.047 2.100 -0.547 -0.27 0.25 -0.11 -0.3991
C -2.192 0.597 -0.589 -0.93 0.82 0.32 -0.4011
C -2.961 -0.125 0.532 2.90 1.09 0.05 -0.2273
C -2.577 -1.634 0.264 -0.54 -1.42 0.88 0.8394
O -2.439 -2.465 1.148 -0.04 1.05 -1.42 -0.5892
O -2.446 -1.896 -1.048 -0.14 -0.17 0.97 -0.5295
C -2.339 -3.296 -1.474 -0.04 1.23 0.54 -0.0748
C -1.617 -3.163 -2.777 -0.07 0.03 0.05 -0.6212
C -2.340 0.193 1.903 0.52 -0.85 1.35 0.8226
O -2.539 -0.456 2.911 -0.61 0.31 -0.69 -0.6035
O -1.515 1.261 2.002 -0.34 0.35 -0.12 -0.5383
C -1.326 1.703 3.365 0.95 -0.26 -0.55 -0.0653
C -0.519 2.999 3.352 -0.21 -0.38 0.45 -0.6259
H -4.109 4.659 -1.652 0.31 0.10 0.15 0.2019
H -2.941 4.746 -0.293 -0.04 0.06 -0.26 0.1947
H -2.360 4.428 -1.953 -0.19 0.04 0.16 0.1938
H -4.136 2.569 -0.244 0.45 0.11 -0.39 0.2082
H -3.655 2.230 -1.915 -0.09 0.25 0.13 0.1936
H -1.220 2.358 -1.222 -0.20 0.14 -0.12 0.1857
H -1.764 2.467 0.436 -0.01 0.04 -0.27 0.2211
H -2.665 0.314 -1.522 0.00 -0.04 -0.16 0.2436
H -1.216 0.196 -0.601 1.23 -0.73 -0.01 0.2039
H -1.815 -3.844 -0.696 0.09 -0.15 -0.05 0.1924
H -3.355 -3.657 -1.584 -0.18 -0.12 0.03 0.2281
H -1.491 -4.136 -3.209 0.10 -0.53 -0.48 0.2009
H -2.217 -2.528 -3.429 0.10 -0.08 -0.13 0.2272
H -0.640 -2.712 -2.622 0.09 0.05 -0.05 0.1985
H -2.310 1.832 3.802 -0.03 -0.01 0.26 0.1861
H -0.773 0.893 3.862 -0.35 0.41 0.28 0.1949
H -0.561 3.424 4.360 0.10 -0.03 -0.08 0.2087
H 0.527 2.814 3.109 -0.03 0.02 -0.12 0.2088
H -0.928 3.741 2.676 -0.11 0.02 -0.21 0.2145
N -9.466 3.011 4.281 2.45 -0.31 -1.64 -0.3447
C -8.505 2.832 3.626 -2.25 0.58 1.51 0.2971
C -7.366 2.484 2.831 1.71 -0.10 -0.77 -0.2170
C -6.128 2.116 3.411 -0.53 -0.52 0.24 -0.1520
C -5.195 1.357 2.697 0.05 0.06 0.01 -0.2358
C -5.358 1.050 1.329 -0.05 0.31 0.52 0.0201
C -4.511 -0.084 0.694 0.29 -0.74 -0.45 -0.2472
C -4.989 -0.487 -0.663 -1.34 -1.56 0.97 -0.3085
N -5.330 -1.768 -0.995 -0.11 1.23 -0.96 0.4362
O -5.438 -2.000 -2.247 -0.13 -0.09 0.14 -0.6112
O -5.536 -2.715 -0.186 0.64 0.66 0.32 -0.5696
C -6.447 1.705 0.678 0.54 -0.52 1.27 -0.1579
C -7.414 2.394 1.430 -0.77 -0.24 -0.71 -0.1761
H -5.972 2.328 4.470 -0.03 -0.30 -0.21 0.2145
H -4.357 0.887 3.238 -0.54 0.45 -0.24 0.2374
H -4.313 -0.883 1.436 -2.50 -0.17 0.01 0.2874
H -5.137 0.277 -1.404 0.28 -0.26 -0.38 0.1922
H -6.597 1.541 -0.374 -0.08 0.09 -0.18 0.2281
H -8.301 2.801 0.901 0.63 -0.42 0.40 0.2182
```
Positions in Å, forces in eV/Å.

Results
Relative energy (zero: lowest compared OMol25 entry of this formula, charge and spin) in kJ/mol: 384.43
Molar mass in g/mol: 389.43
Energy in eV: -36407.8274
HOMO in eV: -3.6906
Net charge: -1
Multiplicity: 1
SMILES: CCCCC(C(=O)OCC)(C(=O)OCC)[C@H](C=[N+]([O-])[O-])c1ccc(C#N)cc1